(1)
Formula: C17H43AlClO15S5
Source: OMol25
Level of theory: the ωB97M-V functional and the def2-TZVPD basis

Atoms and positions in Å:
C: 5.132 2.836 -4.696
C: 3.905 2.851 -4.649
Al: 1.844 2.836 -4.647
Cl: 1.254 5.050 -4.673
H: 6.164 3.259 -4.691
H: 1.253 2.121 -5.939
H: 1.264 2.132 -3.337
O: -0.963 1.544 -2.186
S: -2.152 1.634 -1.399
O: -2.482 2.824 -0.663
O: -2.220 0.371 -0.404
C: -1.107 0.133 0.467
C: -1.094 1.098 1.636
C: -3.539 1.200 -2.405
H: -0.166 0.174 -0.089
H: -1.212 -0.885 0.846
H: -0.903 2.119 1.303
H: -0.316 0.823 2.351
H: -2.061 1.099 2.146
H: -3.314 0.278 -2.937
H: -3.702 2.012 -3.112
H: -4.414 1.081 -1.767
O: 1.170 -4.140 0.906
S: -0.019 -4.049 1.701
O: -0.348 -2.860 2.438
O: -0.079 -5.309 2.696
C: 1.035 -5.547 3.562
C: 1.053 -4.585 4.735
C: -1.408 -4.486 0.702
H: 1.974 -5.505 3.003
H: 0.929 -6.568 3.936
H: 1.244 -3.563 4.404
H: 1.834 -4.863 5.446
H: 0.089 -4.586 5.248
H: -1.184 -5.409 0.170
H: -1.575 -3.675 -0.006
H: -2.279 -4.606 1.343
O: -7.667 5.163 0.343
S: -6.851 6.343 0.405
O: -6.944 7.372 -0.589
O: -5.317 5.909 0.567
C: -4.753 5.010 -0.403
C: -4.449 5.714 -1.711
C: -7.037 7.085 1.998
H: -5.411 4.151 -0.559
H: -3.825 4.630 0.023
H: -5.365 6.033 -2.210
H: -3.909 5.048 -2.386
H: -3.846 6.607 -1.537
H: -6.930 6.317 2.761
H: -8.033 7.525 2.045
H: -6.282 7.860 2.115
O: 7.373 5.703 -4.130
S: 7.937 6.285 -2.951
O: 8.595 5.485 -1.958
O: 6.822 7.189 -2.237
C: 5.563 6.577 -1.906
C: 5.672 5.687 -0.684
C: 9.024 7.597 -3.419
H: 5.168 6.025 -2.763
H: 4.865 7.391 -1.699
H: 6.296 4.815 -0.885
H: 4.686 5.335 -0.379
H: 6.129 6.228 0.148
H: 8.519 8.232 -4.144
H: 9.911 7.149 -3.865
H: 9.299 8.161 -2.530
O: -0.087 -9.230 3.674
S: -0.340 -9.336 2.265
O: -1.417 -8.630 1.638
O: -0.436 -10.891 1.868
C: -1.375 -11.714 2.569
C: -2.797 -11.473 2.099
C: 1.150 -8.973 1.389
H: -1.285 -11.565 3.648
H: -1.098 -12.749 2.364
H: -3.137 -10.472 2.367
H: -3.478 -12.195 2.555
H: -2.864 -11.559 1.013
H: 1.968 -9.536 1.833
H: 1.336 -7.903 1.480
H: 1.016 -9.239 0.342

## Properties
multiplicity: 1
total energy: -4495.68727 Ha
charge: -1
max |F|: 1.6 eV/Å
HOMO-LUMO gap: 6.5 eV

So, what does the Löwdin scheme give us? The charges, in e, come out as: -0.105, -0.290, -0.139, -0.103, -0.005, -0.149, -0.136, -0.287, 0.584, -0.288, -0.268, -0.258, -0.072, -0.121, 0.125, 0.098, 0.071, 0.080, 0.082, 0.072, 0.075, 0.070, -0.271, 0.585, -0.283, -0.270, -0.271, -0.071, -0.113, 0.117, 0.110, 0.072, 0.081, 0.087, 0.073, 0.075, 0.078, -0.284, 0.581, -0.282, -0.263, -0.261, -0.064, -0.129, 0.115, 0.100, 0.069, 0.079, 0.089, 0.072, 0.072, 0.073, -0.273, 0.577, -0.284, -0.269, -0.247, -0.076, -0.130, 0.122, 0.122, 0.071, 0.084, 0.078, 0.072, 0.072, 0.070, -0.280, 0.582, -0.276, -0.264, -0.264, -0.076, -0.110, 0.115, 0.121, 0.070, 0.080, 0.085, 0.077, 0.068, 0.078

***

(2)
Formula: C26H22I2NO2Pd
Source: OMol25
Level of theory: the ωB97M-V functional and the def2-TZVPD basis

Atoms and positions in Å:
Pd: -0.712 -0.068 -0.352
I: -3.242 0.447 -1.253
C: -3.857 -0.240 0.639
C: -5.181 -0.524 0.797
C: -5.665 -0.935 2.054
C: -4.803 -1.011 3.105
C: -3.426 -0.708 2.955
C: -2.571 -0.779 4.077
C: -1.248 -0.491 3.925
C: -0.725 -0.162 2.661
C: -1.477 -0.091 1.504
C: -2.893 -0.337 1.684
H: -5.862 -0.427 -0.038
H: -6.715 -1.175 2.173
H: -5.154 -1.309 4.087
H: -2.987 -1.063 5.037
H: -0.579 -0.533 4.778
H: 0.339 0.024 2.605
C: 1.822 4.292 1.661
N: 0.706 3.664 0.990
C: -0.229 3.114 1.949
C: 1.088 2.711 -0.054
C: 1.780 1.419 0.361
C: 3.135 1.474 0.705
C: 3.854 0.335 1.028
C: 3.216 -0.898 0.980
C: 1.879 -0.969 0.623
C: 1.133 0.177 0.321
H: 1.455 5.125 2.267
H: 2.525 4.691 0.926
H: 2.373 3.612 2.330
H: -0.650 3.923 2.553
H: 0.236 2.385 2.630
H: -1.036 2.599 1.430
H: 1.745 3.249 -0.744
H: 0.179 2.449 -0.601
H: 3.642 2.433 0.689
H: 4.903 0.407 1.288
H: 3.763 -1.807 1.206
H: 1.390 -1.936 0.572
I: 3.114 -3.502 -7.820
C: 2.132 -2.894 -6.071
C: 2.233 -1.575 -5.658
C: 1.576 -1.178 -4.502
C: 0.834 -2.090 -3.761
C: 0.753 -3.409 -4.189
C: 1.396 -3.820 -5.348
C: 0.124 -1.671 -2.489
O: 0.088 -0.407 -2.294
O: -0.353 -2.547 -1.765
H: 2.816 -0.865 -6.230
H: 1.628 -0.156 -4.153
H: 0.180 -4.104 -3.588
H: 1.327 -4.847 -5.682

## Properties
multiplicity: 1
total energy: -1932.54772 Ha
charge: -1
max |F|: 0.4 eV/Å
HOMO-LUMO gap: 7.1 eV

So, what does the Löwdin scheme give us? The charges, in e, come out as: 0.648, 1.048, -0.612, -0.184, -0.102, -0.054, -0.182, -0.068, -0.088, -0.136, -0.216, -0.228, 0.079, 0.095, 0.104, 0.100, 0.097, 0.076, -0.135, -0.261, -0.104, -0.175, -0.223, -0.075, -0.115, -0.111, -0.119, -0.223, 0.075, 0.078, 0.077, 0.080, 0.077, 0.070, 0.116, 0.093, 0.094, 0.087, 0.091, 0.096, 0.795, -0.745, -0.159, -0.017, -0.125, -0.020, -0.160, -0.645, -0.179, -0.015, 0.085, 0.115, 0.115, 0.085

***

(3)
Formula: H8NaO4
Source: OMol25
Level of theory: the ωB97M-V functional and the def2-TZVPD basis

Atoms and positions in Å:
Na: -0.331 0.349 0.247
O: 1.789 -1.224 0.840
H: 1.451 -2.067 0.537
H: 2.719 -1.245 0.614
O: 1.661 1.846 1.247
H: 2.371 2.082 1.845
H: 1.005 2.532 1.371
O: -1.385 1.153 -2.227
H: -1.366 1.970 -2.725
H: -2.226 0.755 -2.451
O: -1.705 -1.724 0.329
H: -1.482 -2.356 -0.354
H: -2.502 -2.073 0.728

## Properties
multiplicity: 2
total energy: -467.31313 Ha
charge: +2
max |F|: 1.3 eV/Å
HOMO-LUMO gap (spin up / spin down): 12.3 / 2.9 eV
<S²>: 0.756

So, what does the Löwdin scheme give us? The charges, in e, come out as: 0.703, 0.216, 0.114, 0.125, 0.185, 0.122, 0.108, 0.109, 0.097, 0.094, -0.022, 0.068, 0.082

***

(4)
Formula: C12H5Br4CoN5O2SbSe4
Source: OMol25
Level of theory: the ωB97M-V functional and the def2-TZVPD basis

Atoms and positions in Å:
Co: -0.010 0.224 0.063
N: 2.841 -1.368 -2.441
C: 2.056 -1.585 -1.395
N: 1.255 -0.550 -1.253
C: 1.620 0.317 -2.261
N: 2.606 -0.141 -3.009
C: 0.897 1.561 -2.314
C: 0.770 2.365 -3.429
N: -0.016 3.433 -3.502
C: -0.737 3.652 -2.331
C: -0.645 2.871 -1.220
N: 0.194 1.800 -1.136
H: 3.581 -1.955 -2.776
H: 2.093 -2.486 -0.796
H: 1.345 2.102 -4.316
H: -1.416 4.496 -2.328
H: -1.227 3.085 -0.332
Se: 3.299 -4.219 0.951
Sb: 2.747 -2.426 2.519
Se: -0.823 -1.726 3.420
Se: 0.394 -1.534 1.539
Se: 4.364 -1.043 1.195
Br: -6.938 0.700 -0.078
C: -5.103 0.881 0.391
C: -4.715 1.715 1.411
Br: -5.982 2.728 2.404
C: -3.335 1.817 1.720
Br: -2.687 2.938 3.111
C: -2.365 1.111 1.034
O: -1.085 1.192 1.313
C: -2.760 0.229 -0.047
O: -1.839 -0.412 -0.671
C: -4.128 0.149 -0.326
Br: -4.587 -1.028 -1.738

## Properties
multiplicity: 5
total energy: -22409.49772 Ha
charge: -2
max |F|: 1.2 eV/Å
HOMO-LUMO gap (spin up / spin down): 4.5 / 4.4 eV
<S²>: 6.142

So, what does the Löwdin scheme give us? The charges, in e, come out as: 0.273, 0.016, -0.228, 0.036, -0.298, 0.110, -0.218, -0.154, 0.004, -0.172, -0.129, 0.008, 0.145, 0.015, 0.098, 0.076, 0.101, -0.240, 0.109, 0.071, 0.058, -0.167, 0.621, -0.772, -0.774, 0.619, -0.645, 0.693, -0.440, -0.256, -0.444, -0.159, -0.646, 0.690

***

(5)
Formula: C7H6F6FeN5O6S2
Source: OMol25
Level of theory: the ωB97M-V functional and the def2-TZVPD basis

Atoms and positions in Å:
Fe: -0.092 0.158 -1.494
N: -1.224 -1.580 -1.394
C: -0.562 -2.858 -1.737
C: 0.177 -2.853 -3.065
C: 1.306 -1.808 -3.156
O: 2.423 -2.022 -3.588
O: 0.893 -0.594 -2.764
H: -1.741 -1.678 -0.504
H: -1.831 -1.310 -2.222
H: -1.275 -3.718 -1.825
H: 0.155 -3.075 -0.945
H: -0.520 -2.610 -3.920
H: 0.606 -3.833 -3.286
F: 1.585 -2.225 1.096
C: 1.701 -1.091 1.857
F: 1.778 -1.558 3.110
F: 2.693 -0.376 1.470
S: 0.156 -0.088 1.639
O: 0.379 0.513 0.279
O: -0.860 -1.111 1.588
N: -0.082 0.955 2.738
S: 0.708 2.210 3.349
O: 2.127 2.004 3.434
O: 0.103 3.423 2.961
C: 0.256 1.953 5.046
F: 1.029 2.833 5.779
F: 0.594 0.743 5.489
F: -1.014 2.138 5.250
N: -2.682 5.579 -3.310
C: -2.343 4.495 -3.363
N: -2.040 3.242 -3.606
C: -1.432 2.469 -2.817
N: -0.972 1.672 -2.094

## Properties
multiplicity: 6
total energy: -3654.79413 Ha
charge: 0
max |F|: 3.4 eV/Å
HOMO-LUMO gap (spin up / spin down): 9.7 / 7.0 eV
<S²>: 8.766

So, what does the Löwdin scheme give us? The charges, in e, come out as: 1.039, -0.030, -0.214, -0.092, -0.532, 0.120, -0.157, 0.111, 0.143, 0.141, 0.119, 0.146, 0.130, 0.105, -0.664, 0.160, 0.207, 0.686, -0.402, -0.280, -0.260, 0.609, -0.255, -0.223, -0.703, 0.102, 0.142, 0.183, 0.137, -0.373, 0.123, -0.264, 0.046

***

(6)
Formula: C4H6N2O
Source: OMol25
Level of theory: the ωB97M-V functional and the def2-TZVPD basis

Atoms and positions in Å:
C: -2.243 0.391 0.236
C: -0.858 -0.139 0.452
C: -0.319 -0.986 -0.468
N: 0.995 -0.837 -0.714
C: 1.394 0.157 0.053
N: 2.729 0.420 0.037
O: 0.481 0.779 0.771
H: -2.322 1.018 -0.676
H: -2.648 -0.630 0.120
H: -2.852 0.827 1.032
H: -0.830 -1.773 -1.027
H: 3.208 1.046 0.655
H: 3.265 -0.273 -0.472

## Properties
multiplicity: 1
total energy: -340.72083 Ha
charge: 0
max |F|: 2.6 eV/Å
HOMO-LUMO gap: 9.0 eV

So, what does the Löwdin scheme give us? The charges, in e, come out as: -0.070, -0.139, -0.158, 0.084, -0.520, 0.163, 0.062, 0.089, 0.086, 0.070, 0.125, 0.100, 0.108

***

(7)
Formula: C48H49IrN4O5P2Si
Source: OMol25
Level of theory: the ωB97M-V functional and the def2-TZVPD basis

Atoms and positions in Å:
Ir: 1.141 0.532 -0.541
O: -2.808 -3.023 1.077
C: -3.405 -3.519 -0.078
C: -4.350 -4.536 -0.034
C: -5.009 -4.910 -1.192
C: -4.710 -4.283 -2.396
C: -3.691 -3.346 -2.441
C: -3.005 -2.962 -1.287
P: -1.474 -1.898 -1.387
C: -0.700 -2.835 -2.763
C: 0.005 -3.971 -2.367
C: 0.574 -4.810 -3.315
C: 0.430 -4.523 -4.667
C: -0.257 -3.386 -5.063
C: -0.813 -2.536 -4.116
C: -2.096 -0.351 -2.127
C: -1.157 0.578 -2.583
C: -1.562 1.811 -3.071
C: -2.911 2.146 -3.083
C: -3.846 1.252 -2.581
C: -3.443 0.012 -2.100
C: -3.593 -2.320 1.980
C: -4.855 -2.709 2.398
C: -5.546 -1.930 3.319
C: -4.995 -0.757 3.802
C: -3.745 -0.356 3.352
C: -3.023 -1.135 2.455
P: -1.430 -0.660 1.695
C: -1.070 0.842 2.616
C: -0.708 1.199 4.038
C: -0.481 3.419 4.009
C: -0.951 4.411 3.003
C: -1.103 4.035 1.689
C: -0.727 2.809 1.203
C: -0.261 -1.848 2.484
C: -0.510 -2.369 3.755
C: 0.421 -3.199 4.364
C: 1.605 -3.518 3.711
C: 1.855 -3.008 2.445
C: 0.927 -2.174 1.839
H: -4.548 -5.055 0.895
H: -5.758 -5.691 -1.154
H: -5.240 -4.548 -3.302
H: -3.409 -2.914 -3.393
H: 0.110 -4.193 -1.310
H: 1.146 -5.673 -2.998
H: 0.864 -5.181 -5.410
H: -0.343 -3.144 -6.116
H: -1.319 -1.631 -4.433
H: -0.100 0.330 -2.588
H: -0.820 2.510 -3.439
H: -3.230 3.105 -3.473
H: -4.895 1.520 -2.553
H: -4.182 -0.669 -1.697
H: -5.329 -3.593 2.003
H: -6.525 -2.252 3.651
H: -5.534 -0.144 4.513
H: -3.342 0.573 3.713
H: -0.474 0.427 4.767
H: 0.024 3.869 4.863
H: -1.258 5.389 3.344
H: -1.545 4.724 0.981
H: -0.941 2.439 0.210
H: -1.430 -2.124 4.273
H: 0.221 -3.598 5.351
H: 2.329 -4.170 4.184
H: 2.773 -3.259 1.928
H: 1.141 -1.761 0.859
C: 3.323 2.036 -3.014
Si: 2.985 1.917 -1.171
C: 2.722 3.750 -0.627
C: 3.783 4.666 -1.263
C: 1.347 4.194 -1.137
C: 2.790 3.934 0.893
C: 4.492 0.996 -0.402
C: 5.802 1.678 -0.820
C: 4.517 -0.452 -0.909
C: 4.409 0.952 1.128
H: 4.049 2.828 -3.202
H: 2.423 2.253 -3.591
H: 3.736 1.102 -3.403
H: 3.641 4.759 -2.341
H: 4.799 4.312 -1.086
H: 3.701 5.671 -0.831
H: 1.270 4.094 -2.223
H: 1.176 5.248 -0.880
H: 0.553 3.602 -0.687
H: 3.820 3.915 1.254
H: 2.246 3.146 1.414
H: 2.354 4.902 1.178
H: 5.909 1.714 -1.907
H: 6.653 1.112 -0.421
H: 5.877 2.696 -0.432
H: 4.541 -0.519 -1.998
H: 3.647 -1.014 -0.566
H: 5.416 -0.947 -0.521
H: 4.539 1.937 1.579
H: 5.195 0.300 1.527
H: 3.446 0.560 1.466
O: 2.183 -0.897 -4.188
N: 1.528 -0.282 -3.376
O: 0.709 0.593 -3.643
O: 1.715 -0.594 -2.117
O: 0.977 1.214 1.377
N: -0.078 1.807 2.033
C: 0.315 2.215 3.463
C: -1.539 2.410 4.574
N: -2.599 2.526 5.192
C: 1.723 2.140 3.784
N: 2.796 2.069 4.185

## Properties
multiplicity: 5
total energy: -3529.71170 Ha
charge: 0
max |F|: 5.6 eV/Å
HOMO-LUMO gap (spin up / spin down): 6.9 / 4.5 eV
<S²>: 6.048

Here are the Löwdin charges for atoms 1 to 99, given in e: 1.162, -0.046, -0.251, -0.023, -0.066, -0.072, -0.078, -0.262, 1.090, -0.389, -0.100, -0.077, -0.084, -0.078, -0.104, -0.369, -0.177, -0.064, -0.081, -0.079, -0.080, -0.257, -0.006, -0.074, -0.077, -0.068, -0.290, 1.067, -0.285, -0.110, -0.131, -0.010, -0.075, -0.031, -0.348, -0.087, -0.080, -0.087, -0.079, -0.119, 0.116, 0.107, 0.105, 0.108, 0.102, 0.103, 0.102, 0.106, 0.109, -0.035, 0.107, 0.102, 0.103, 0.100, 0.093, 0.105, 0.107, 0.069, 0.149, 0.159, 0.107, 0.120, 0.101, 0.106, 0.103, 0.101, 0.103, 0.051, -0.164, 0.677, -0.622, -0.092, -0.103, -0.093, -0.641, -0.086, -0.106, -0.102, 0.040, 0.034, 0.034, 0.074, 0.063, 0.093, 0.077, 0.095, 0.027, 0.079, 0.033, 0.093, 0.080, 0.091, 0.066, 0.075, 0.057, 0.091, 0.062, 0.092, 0.053

***

(8)
Formula: C3H24NO8
Source: OMol25
Level of theory: the ωB97M-V functional and the def2-TZVPD basis

Atoms and positions in Å:
C: 0.190 0.305 -1.955
C: 0.424 -1.246 -2.208
C: 1.146 -1.891 -1.031
O: 2.012 -0.891 -0.314
N: -0.510 0.400 -0.613
H: -0.550 0.761 -2.741
H: 0.913 1.129 -2.059
H: -0.656 -1.645 -2.182
H: 0.735 -1.512 -3.300
H: 0.465 -2.102 -0.194
H: 1.806 -2.777 -1.365
H: 2.521 -0.480 -1.062
H: -1.495 0.047 -0.793
H: -0.497 1.418 -0.377
H: -0.196 -0.180 0.216
H: -0.750 -2.295 1.827
H: 0.411 -1.559 2.513
O: -0.283 -1.462 1.857
H: -1.069 1.621 3.008
H: -0.247 0.714 2.292
O: -0.800 1.451 2.081
H: -4.363 0.087 -0.558
H: -3.495 1.076 0.070
O: -3.544 0.551 -0.714
H: 2.162 0.349 1.280
H: 2.874 -0.280 2.584
O: 2.096 0.231 2.235
H: 2.791 3.179 -1.274
H: 1.650 2.245 -0.525
O: 2.374 2.340 -1.120
H: -2.993 -2.961 0.037
H: -2.490 -4.027 1.020
O: -2.321 -3.297 0.562
H: 0.619 4.180 0.519
H: 0.233 3.187 1.563
O: 0.841 3.333 0.719

## Properties
multiplicity: 1
total energy: -785.09145 Ha
charge: +1
max |F|: 6.1 eV/Å
HOMO-LUMO gap: 11.3 eV

So, what does the Löwdin scheme give us? The charges, in e, come out as: -0.149, -0.144, -0.192, -0.140, 0.156, 0.161, 0.088, 0.126, 0.150, 0.080, 0.151, 0.109, 0.134, 0.141, 0.110, 0.029, 0.059, -0.046, 0.090, -0.016, -0.059, 0.052, 0.035, -0.027, 0.006, 0.088, -0.068, 0.053, -0.040, -0.051, 0.019, -0.017, 0.052, -0.005, 0.115, -0.054